Arrangement a

This record from the Open Molecules 2025 dataset describes the molecule C3H9N3. The level of theory is wB97M-V/def2-TZVPD.

The SMILES is C/N=C/N(C)N. As for the HOMO-LUMO gap: 0.321 Ha. As for the spin multiplicity: 1. The calculation puts the highest occupied orbital energy at -7.93 eV.

Last column: natural (NBO) charge in e.
CARTESIAN COORDINATES (ANGSTROEM)
C1 1.0766 2.1537 1.2837  -0.4385
N1 0.8371 0.6910 1.0238  -0.4930
C2 0.2542 0.4522 -0.1365  0.2509
N2 -0.1923 -0.8289 -0.4086  -0.3101
C3 -0.9089 -1.2709 -1.5491  -0.4278
N3 -0.0907 -1.6932 0.7305  -0.6123
H1 2.0221 2.3155 1.8667  0.2024
H2 0.9506 2.8406 0.3838  0.1646
H3 0.3137 2.5652 1.9503  0.1891
H4 0.1081 1.1909 -0.9414  0.1589
H5 -2.0554 -1.3316 -1.4177  0.1923
H6 -0.6255 -2.3414 -1.8169  0.1960
H7 -0.4590 -0.7248 -2.5099  0.2281
H8 -0.3131 -2.6412 0.1311  0.3470
H9 -0.9175 -1.3771 1.4103  0.3525

***

Arrangement b

This record from the Open Molecules 2025 dataset describes a cluster of 2 separate species, C3H9N3 in total. The level of theory is wB97M-V/def2-TZVPD.

As for the HOMO-LUMO gap (spin up / spin down): 0.328 / 0.328 Ha. As for the spin multiplicity: 1. The calculation puts the highest occupied orbital energy (spin up / spin down) at -8.22 / -8.21 eV.

Last column: natural (NBO) charge in e.
CARTESIAN COORDINATES (ANGSTROEM)
C1 0.3402 0.5889 -1.6925  -0.6434
C2 -0.3470 0.6889 1.3538  -0.4886
C3 -0.9491 -0.1126 -0.9947  -0.2428
N1 1.1171 -1.4364 1.6492  -0.3596
N2 0.6726 -1.6946 0.5791  0.0584
N3 -0.7925 -0.3890 0.4773  -0.3381
H1 0.3854 1.6053 -1.3300  0.2022
H2 1.2641 -0.0141 -1.4229  0.2122
H3 0.2636 0.5579 -2.8329  0.2150
H4 -1.2496 1.4137 1.5552  0.2205
H5 0.0473 0.2362 2.3365  0.2376
H6 0.4046 1.3799 0.8617  0.1726
H7 -1.8987 0.4048 -1.1514  0.2025
H8 -0.9824 -1.1023 -1.4447  0.2011
H9 1.7245 -2.1263 2.0562  0.3506

***

The structure with the greatest stability is arrangement a.

***

Arrangement a

This record from the Open Molecules 2025 dataset describes the molecule C3H9N3S. The level of theory is wB97M-V/def2-TZVPD.

The SMILES is CN/C(=N\N)SC. As for the HOMO-LUMO gap: 0.325 Ha. As for the spin multiplicity: 1. The calculation puts the highest occupied orbital energy at -7.98 eV.

Last column: natural (NBO) charge in e.
CARTESIAN COORDINATES (ANGSTROEM)
C1 -2.3391 -0.7431 -0.4166  -0.4530
N1 -1.3690 -0.8552 0.6103  -0.6453
C2 -0.1998 -0.2811 0.1278  0.2281
N2 -0.0584 0.9984 -0.2177  -0.3784
N3 -1.3416 1.6966 0.0809  -0.7412
S1 1.4760 -0.8519 -0.1281  0.2143
C3 2.4212 0.6566 0.0339  -0.7198
H1 -1.8255 -0.9830 -1.3617  0.1761
H2 -2.5144 0.3345 -0.6269  0.2683
H3 -3.2095 -1.4625 -0.2270  0.2083
H4 -1.1320 -1.7910 1.0480  0.3972
H5 -1.0365 2.8333 -0.2700  0.3767
H6 -1.5500 1.5514 1.2044  0.3666
H7 3.3400 0.2533 -0.0635  0.2081
H8 2.0352 1.4228 -0.6822  0.2668
H9 2.3651 0.7976 1.2433  0.2271

***

Arrangement b

This record from the Open Molecules 2025 dataset describes the molecule C3H9N3S. The level of theory is wB97M-V/def2-TZVPD.

The SMILES is [H]/N=C(\N)N(S)CC. As for the HOMO-LUMO gap: 0.357 Ha. As for the spin multiplicity: 1. The calculation puts the highest occupied orbital energy at -8.87 eV.

Last column: natural (NBO) charge in e.
CARTESIAN COORDINATES (ANGSTROEM)
H1 2.3358 0.9326 -1.3362  0.3337
N1 1.7528 0.7693 -0.5407  -0.7367
C1 0.5750 0.4465 -0.8995  0.5743
N2 0.1326 0.1541 -2.1887  -0.8418
N3 -0.4481 0.3096 0.0498  -0.6018
S1 -0.1403 0.9154 1.6135  0.1902
C2 -1.2345 -0.9347 0.0046  -0.2115
C3 -0.4577 -2.1935 0.3478  -0.6330
H2 -0.7855 0.5381 -2.4108  0.3874
H3 0.8276 0.4138 -2.8785  0.3820
H4 1.0128 0.2721 1.8991  0.1090
H5 -2.1030 -0.8108 0.7057  0.2088
H6 -1.6716 -1.0093 -0.9869  0.1978
H7 -0.0464 -2.1260 1.3331  0.2129
H8 0.3941 -2.3235 -0.3729  0.2107
H9 -1.0764 -3.0742 0.2703  0.2180

***

Arrangement c

This record from the Open Molecules 2025 dataset describes the molecule C3H9N3S. The level of theory is wB97M-V/def2-TZVPD.

The SMILES is CN/N=C(/C)NS. As for the HOMO-LUMO gap: 0.333 Ha. As for the spin multiplicity: 1. The calculation puts the highest occupied orbital energy at -8.26 eV.

Last column: natural (NBO) charge in e.
CARTESIAN COORDINATES (ANGSTROEM)
C1 2.1437 -0.9981 0.3832  -0.4189
N1 1.3030 -0.6078 -0.7418  -0.5365
N2 0.7340 0.6146 -0.4071  -0.3976
C2 -0.5185 0.5735 -0.1642  0.4479
C3 -1.1780 1.9815 0.0517  -0.6730
N3 -1.1740 -0.6654 -0.1992  -0.8167
S1 -2.7907 -0.9810 -0.2088  0.2107
H1 1.5271 -1.2227 1.3361  0.1923
H2 2.5566 -1.9526 0.1476  0.1982
H3 2.9229 -0.1711 0.6635  0.1840
H4 1.8909 -0.6002 -1.6813  0.3727
H5 -1.9710 2.1664 -0.7650  0.2307
H6 -0.3562 2.7516 0.0783  0.2555
H7 -1.8966 1.9975 0.9632  0.2284
H8 -0.4416 -1.2166 -0.5198  0.4158
H9 -2.7514 -1.6694 1.0636  0.1062

***

The structure with the greatest stability is arrangement b.

***

Arrangement a

This record from the Open Molecules 2025 dataset describes the molecule C8H14N4. The level of theory is wB97M-V/def2-TZVPD.

As for the HOMO-LUMO gap (spin up / spin down): 0.332 / 0.332 Ha. As for the spin multiplicity: 1. The calculation puts the highest occupied orbital energy (spin up / spin down) at -8.31 / -8.31 eV.

Last column: natural (NBO) charge in e.
CARTESIAN COORDINATES (ANGSTROEM)
C1 -0.1080 1.6939 -1.0762  0.1025
C2 -0.8350 -0.7985 0.1557  0.1026
C3 -1.6031 -1.8438 0.3390  -0.4123
C4 -1.4123 1.9034 -0.4144  -0.3341
C5 0.4107 -0.5745 -0.6622  0.0316
C6 0.3637 -1.5219 -1.9406  -0.5839
C7 1.9266 0.1411 1.2913  -0.6375
C8 1.6608 -0.8882 0.2122  -0.3691
N1 -1.1132 0.1662 1.1598  -0.3535
N2 0.6394 0.6772 -1.2076  -0.3737
N3 -1.1776 2.3182 1.9136  -0.5211
N4 -1.2086 1.4032 1.0657  0.2146
H1 0.2247 2.5589 -1.5760  0.1781
H2 -2.4693 -1.5718 1.0246  0.2135
H3 -1.5580 -2.8452 -0.0338  0.2092
H4 -1.7298 2.9212 -0.3531  0.2419
H5 -2.2056 1.3003 -0.9138  0.2387
H6 1.2795 -1.5121 -2.4331  0.2125
H7 -0.3471 -1.1445 -2.7158  0.2149
H8 0.1936 -2.5932 -1.6658  0.2100
H9 2.2659 1.0483 0.7881  0.2161
H10 2.8777 -0.2604 1.6433  0.2119
H11 1.3232 0.2228 2.2429  0.2336
H12 1.5171 -1.7924 0.7263  0.2054
H13 2.4805 -0.9687 -0.4238  0.2090
H14 -1.3960 1.9605 2.8536  0.3394

***

Arrangement b

This record from the Open Molecules 2025 dataset describes the molecule C8H14N4. The level of theory is wB97M-V/def2-TZVPD.

As for the HOMO-LUMO gap: 0.294 Ha. As for the spin multiplicity: 1. The calculation puts the highest occupied orbital energy at -7.01 eV.

Last column: natural (NBO) charge in e.
CARTESIAN COORDINATES (ANGSTROEM)
C1 1.1635 1.9893 0.5639  -0.1504
C2 2.1532 -0.3292 -0.0045  -0.0827
C3 0.7658 2.1313 -0.7145  -0.2303
C4 2.0611 0.1616 -1.4924  -0.2110
C5 2.0677 0.9000 0.9122  -0.4678
C6 1.3869 1.2686 -1.7293  -0.1989
C7 -3.5801 -0.4699 0.6616  -0.6271
C8 -2.5200 -0.8749 -0.4257  -0.2139
N1 0.9556 -2.2147 0.8345  -0.6858
N2 0.8992 -1.1165 0.1765  0.0963
N3 -1.2866 -1.0604 0.2770  -0.4473
N4 -0.1573 -0.4855 -0.1195  -0.0941
H1 0.7594 2.6374 1.3342  0.2142
H2 3.0551 -0.9358 0.3233  0.2331
H3 -0.0542 2.8563 -1.0765  0.2198
H4 2.6262 -0.4401 -2.3138  0.2253
H5 3.0146 1.4004 1.1348  0.2342
H6 1.7788 0.4240 1.8173  0.2318
H7 1.2136 1.6561 -2.7970  0.2151
H8 -4.1222 -1.3728 0.9829  0.2019
H9 -3.2889 -0.0088 1.6997  0.2225
H10 -4.3082 0.1656 0.2572  0.2082
H11 -2.8412 -1.7484 -0.8999  0.1855
H12 -2.3294 -0.1579 -1.2505  0.2061
H13 1.9071 -2.4424 1.0618  0.3242
H14 -1.3197 -1.9334 0.7866  0.3911

***

The structure with the greatest stability is arrangement a.

***

Arrangement a

This record from the Open Molecules 2025 dataset describes the ion C3H10N5 with charge +1. The level of theory is wB97M-V/def2-TZVPD.

The SMILES is CN(N)/C(N)=C\N=[NH2+]. As for the HOMO-LUMO gap: 0.329 Ha. As for the spin multiplicity: 1. The calculation puts the highest occupied orbital energy at -12.55 eV. The net charge is +1.

Last column: natural (NBO) charge in e.
CARTESIAN COORDINATES (ANGSTROEM)
C1 -2.0381 -0.4951 0.6281  -0.4460
N1 -0.6599 -0.5229 0.1144  -0.1353
N2 -0.0079 -1.7017 0.0820  -0.6389
C2 -0.1341 0.6400 -0.1028  0.4392
N3 -0.9284 1.7441 -0.0479  -0.7723
C3 1.2669 0.8112 -0.2954  -0.1249
N4 1.9102 -0.2998 -0.2495  -0.1474
N5 3.1785 -0.3484 0.0461  -0.5258
H1 -2.1037 0.1897 1.4066  0.2236
H2 -2.7956 -0.4542 -0.1182  0.2389
H3 -2.2471 -1.4031 1.1783  0.2378
H4 0.8058 -1.7847 -0.5188  0.4437
H5 -0.3413 -2.3321 0.8062  0.4020
H6 -0.4179 2.6438 -0.0665  0.4245
H7 -1.9045 1.7151 0.1279  0.4237
H8 1.7041 1.7743 -0.2049  0.1980
H9 3.6386 0.4654 0.4563  0.3735
H10 3.4685 -1.2152 0.2533  0.3857

***

Arrangement b

This record from the Open Molecules 2025 dataset describes a cluster of 2 separate species, C3H10N5 in total. The level of theory is wB97M-V/def2-TZVPD.

As for the HOMO-LUMO gap: 0.356 Ha. As for the spin multiplicity: 1. The calculation puts the highest occupied orbital energy at -13.74 eV. The net charge is +1.

Last column: natural (NBO) charge in e.
CARTESIAN COORDINATES (ANGSTROEM)
C1 0.4823 -2.4916 -0.2944  0.1126
C2 2.0945 1.6263 -0.0476  -0.4540
C3 0.4108 -0.2348 0.5174  0.3627
N1 -3.4192 0.3231 0.0838  -0.4164
N2 -0.1577 -1.4257 0.0130  -0.5262
N3 -2.1959 0.0275 0.1508  0.0139
N4 -1.2838 0.8061 0.4911  -0.4628
N5 1.3145 0.4154 -0.3803  -0.5798
H1 -0.0004 -3.1874 -0.8659  0.2048
H2 1.4707 -2.5515 0.0105  0.1850
H3 2.3510 2.1544 -1.0182  0.2468
H4 1.4832 2.4125 0.5034  0.2193
H5 3.1197 1.4168 0.4835  0.2395
H6 0.8489 -0.0553 1.5388  0.2531
H7 -4.0499 -0.4369 -0.4295  0.3669
H8 -1.6645 1.7985 0.7323  0.4176
H9 0.9680 0.2493 -1.3404  0.4028
H10 -1.7722 -0.8468 -0.1485  0.4145

***

Arrangement c

This record from the Open Molecules 2025 dataset describes the ion C3H10N5 with charge +1. The level of theory is wB97M-V/def2-TZVPD.

The SMILES is [H]/N=[N+]1/N[C@H](C)N(C)N1. As for the HOMO-LUMO gap: 0.338 Ha. As for the spin multiplicity: 1. The calculation puts the highest occupied orbital energy at -13.65 eV. The net charge is +1.

Last column: natural (NBO) charge in e.
CARTESIAN COORDINATES (ANGSTROEM)
H1 3.1411 0.6249 -0.7293  0.3686
N1 2.7502 0.0058 -0.0333  -0.2937
N2 1.5356 0.0093 0.0143  0.3147
N3 0.8336 -0.6230 0.9252  -0.3936
C1 -0.6399 -0.6399 0.4112  0.1022
C2 -0.8847 -1.7744 -0.6033  -0.6408
N4 -0.6591 0.6298 -0.2662  -0.2548
C3 -1.1175 1.8572 0.3740  -0.3946
N5 0.6041 0.6634 -0.8783  -0.2746
H2 0.9850 -1.4312 1.4771  0.4468
H3 -1.1520 -0.8663 1.3337  0.2476
H4 -0.3307 -1.7167 -1.4623  0.2285
H5 -1.9669 -1.6573 -0.9829  0.2632
H6 -0.5148 -2.7869 -0.1711  0.2308
H7 -2.0649 1.5899 0.7502  0.2362
H8 -0.4816 1.9505 1.3548  0.1766
H9 -1.0015 2.6230 -0.2554  0.2160
H10 0.9641 1.5418 -1.2584  0.4207

***

The structure with the greatest stability is arrangement a.

***

Arrangement a

This record from the Open Molecules 2025 dataset describes the molecule C2H6N4O. The level of theory is wB97M-V/def2-TZVPD.

The SMILES is NN/C=C(/N)N=O. As for the HOMO-LUMO gap (spin up / spin down): 0.274 / 0.274 Ha. As for the spin multiplicity: 1. The calculation puts the highest occupied orbital energy (spin up / spin down) at -7.59 / -7.60 eV.

Last column: natural (NBO) charge in e.
CARTESIAN COORDINATES (ANGSTROEM)
N1 -1.4318 1.5699 0.0402  -0.6907
N2 -1.5799 0.2620 -0.3207  -0.3281
C1 -0.6008 -0.6245 -0.2276  0.0605
C2 0.8049 -0.3302 -0.1686  0.1266
N3 1.6740 -1.4045 -0.0219  -0.8245
N4 1.0887 1.0377 -0.1807  -0.0250
O1 2.3182 1.3646 -0.1294  -0.4218
H1 -1.9215 1.8336 0.9118  0.3603
H2 -0.3421 1.6970 0.0145  0.4009
H3 -2.4607 -0.1564 -0.1531  0.3834
H4 -1.0735 -1.6103 -0.4765  0.2019
H5 2.2390 -1.3211 0.7986  0.3815
H6 1.2856 -2.3176 -0.0866  0.3750

***

Arrangement b

This record from the Open Molecules 2025 dataset describes a structure of composition C2H6N4O. The level of theory is wB97M-V/def2-TZVPD.

As for the HOMO-LUMO gap: 0.364 Ha. As for the spin multiplicity: 1. The calculation puts the highest occupied orbital energy at -9.70 eV.

Last column: natural (NBO) charge in e.
CARTESIAN COORDINATES (ANGSTROEM)
C1 0.9341 0.0741 -0.1458  0.6889
C2 -1.3886 0.2220 -0.1722  0.5870
H1 3.1195 -0.4489 -0.2022  0.3971
H2 2.0221 -1.8134 0.6065  0.4288
H3 2.1258 1.5586 0.1373  0.3675
H4 -2.1378 -1.4598 0.7653  0.3594
H5 -3.2493 -0.5591 0.7634  0.3559
H6 -0.4338 1.7851 -0.5671  0.4102
N1 1.9720 -0.9019 -0.0466  -0.8971
N2 1.0924 1.3411 -0.0971  -0.7378
N3 -2.4333 -0.8849 -0.1889  -0.7827
N4 -1.4095 1.5635 -0.0685  -0.6535
O1 -0.2135 -0.4765 -0.7842  -0.5236

***

The structure with the greatest stability is arrangement a.